*a*
The following is a quantum chemistry calculation of a structure of composition C4H5NO3, from the OMol25 dataset.

Results
net charge: 0

```
13
Properties=species:S:1:pos:R:3:mulliken_charge:R:1
C -0.9653 0.8876 1.1356 0.336
C 0.1000 0.6329 -0.0315 0.417
C 0.8453 -0.3790 -1.8185 -0.215
C 1.5872 -0.8512 -0.6595 -0.185
H -2.2395 -0.6750 2.3994 0.371
H -2.0964 -1.2084 0.6297 0.382
H 0.8832 1.5259 -0.2840 0.250
H 1.2202 -0.5972 -3.0315 0.286
H 2.6110 -1.0685 -0.7755 0.376
N -2.0158 0.0267 1.1865 -0.738
O -0.4859 1.7864 1.8181 -0.518
O -0.5126 0.1853 -1.1301 -0.418
O 1.0684 -0.2656 0.5613 -0.343
```

***

*b*
The following is a quantum chemistry calculation of an isolated molecule of C4H5NO3, from the OMol25 dataset.

Results
SMILES: O=CCN(C=O)C=O
net charge: 0

```
13
Properties=species:S:1:pos:R:3:mulliken_charge:R:1
O 2.1444 -0.8048 -1.1022 -0.452
C 2.0500 -0.2003 -0.0226 0.167
C 0.6019 0.3004 0.5983 -0.732
N -0.6438 0.0539 -0.0055 0.186
C -1.1835 -1.2722 -0.3182 0.159
O -2.6007 -1.3898 -0.2457 -0.508
C -1.2982 1.1972 -0.3798 0.085
O -0.6670 2.3365 -0.6432 -0.549
H 2.9870 -0.1059 0.8293 0.241
H 0.7464 1.4124 0.8384 0.356
H 0.6676 -0.2091 1.5064 0.467
H -0.3290 -2.2603 -0.3910 0.274
H -2.4751 0.9420 -0.6642 0.304
```

***

*c*
The following is a quantum chemistry calculation of an isolated molecule of C4H5NO3, from the OMol25 dataset.

Results
SMILES: C=C(NC=O)C(=O)O
net charge: 0

```
13
Properties=species:S:1:pos:R:3:mulliken_charge:R:1
C -1.1289 -0.9127 1.2426 -1.087
C -0.4683 -0.3114 0.2281 0.855
N 0.8410 0.0468 0.5978 -0.158
C 1.8329 0.7508 -0.0505 0.133
O 1.8136 1.0036 -1.2309 -0.648
C -1.1331 -0.0825 -1.0974 0.380
O -2.2901 -0.4724 -1.1930 -0.592
O -0.5839 0.5843 -2.0820 -0.529
H -2.1984 -1.1108 1.0563 0.303
H -0.7660 -1.0493 2.2624 0.319
H 1.0436 -0.2137 1.5715 0.194
H 2.6836 0.9850 0.6199 0.336
H 0.3540 0.7823 -1.9248 0.493
```

***

*d*
The following is a quantum chemistry calculation of a cluster of 3 separate species, C4H5NO3 in total, from the OMol25 dataset.

Results
SMILES: O=C=O.C=NO.C#C
net charge: 0

```
13
Properties=species:S:1:pos:R:3:mulliken_charge:R:1
O -1.9734 -0.1706 -1.1227 -0.502
C -1.6696 -1.1459 -0.5270 0.850
O -1.5857 -2.3096 -0.4249 -0.500
C 0.0498 0.6790 1.1316 -0.600
N -0.4103 -0.5148 0.9462 -0.105
O 0.4366 -1.5503 1.3186 -0.383
H 0.9447 0.8368 1.7234 0.412
H -0.6867 1.4652 1.1137 0.365
H 0.0248 -2.3335 0.9161 0.364
C 0.6163 1.3412 -1.1686 -0.589
C 1.8187 1.3227 -1.2679 -0.256
H -0.4325 1.1330 -1.4163 0.520
H 2.8672 1.2469 -1.2222 0.424
```

***

The structures above, arranged from the most stable to the least stable: *c*, *d*, *b*, *a*.